Entry 1:
117
Properties=species:S:1:pos:R:3 method="wB97M-V/def2-TZVPD" multiplicity=3 charge=0 homo_lumo_gap_ev="3.3 / 5.8"
Ti 0.643 0.103 0.900
C 2.178 0.974 4.324
C 2.294 2.411 3.798
C 1.800 2.650 2.357
N 0.580 1.915 2.065
C -0.533 2.193 2.707
C -0.751 3.422 3.377
C -1.701 3.823 4.292
C -2.735 3.093 4.862
C -3.086 1.803 4.510
C -2.618 0.997 3.484
C -1.603 1.175 2.519
N -1.417 0.384 1.468
C -2.551 -0.396 0.959
C -2.248 -1.838 0.566
C -1.068 -1.930 -0.395
N 0.182 -1.738 0.306
C 0.735 -2.803 0.998
C 0.283 -4.092 0.885
C 0.735 -5.313 1.451
C 1.816 -5.529 2.303
C 2.676 -4.590 2.817
C 2.660 -3.168 2.632
C 1.869 -2.357 1.869
N 2.010 -0.982 1.851
C 3.225 -0.381 2.368
C 3.246 -0.013 3.855
H 2.231 1.022 5.415
H 1.188 0.573 4.094
H 1.712 3.053 4.463
H 3.332 2.752 3.870
H 1.682 3.729 2.194
H 2.551 2.323 1.637
H -0.002 4.171 3.150
H -1.589 4.843 4.645
H -3.306 3.569 5.649
H -3.878 1.354 5.100
H -3.120 0.040 3.425
H -3.397 -0.388 1.645
H -2.906 0.121 0.054
H -2.042 -2.451 1.448
H -3.153 -2.236 0.095
H -1.096 -2.854 -0.981
H -1.170 -1.128 -1.143
H -0.570 -4.226 0.231
H 0.168 -6.189 1.162
H 1.998 -6.558 2.598
H 3.456 -4.960 3.473
H 3.410 -2.652 3.217
H 4.075 -1.046 2.168
H 3.426 0.524 1.785
H 3.152 -0.923 4.451
H 4.236 0.404 4.077
C 3.941 -2.025 -9.206
C 3.054 -1.917 -7.998
C 3.589 -1.806 -6.722
C 2.761 -1.682 -5.613
C 1.390 -1.655 -5.790
C 0.831 -1.788 -7.054
C 1.664 -1.919 -8.147
S 0.353 -1.479 -4.340
O -0.730 -2.488 -4.423
C -0.431 0.089 -4.807
C -1.822 0.041 -5.013
C -2.506 1.190 -5.280
C -1.835 2.434 -5.347
C -2.536 3.639 -5.598
C -1.880 4.834 -5.638
C -0.484 4.881 -5.430
C 0.220 3.737 -5.190
C -0.435 2.480 -5.142
C 0.268 1.272 -4.860
C 1.733 1.315 -4.574
C 2.695 1.468 -5.608
C 2.317 1.553 -6.971
C 3.265 1.663 -7.946
C 4.637 1.695 -7.613
C 5.029 1.614 -6.308
C 4.072 1.495 -5.271
C 4.462 1.377 -3.915
C 3.531 1.238 -2.927
C 2.169 1.220 -3.279
S 0.939 0.960 -2.023
O 1.728 0.862 -0.718
C 0.161 2.547 -1.925
C 0.876 3.734 -1.936
C 0.204 4.921 -1.709
C -1.172 4.935 -1.470
C -1.901 6.229 -1.248
C -1.864 3.726 -1.458
C -1.204 2.530 -1.683
H 4.994 -2.008 -8.928
H 3.758 -1.196 -9.893
H 3.748 -2.950 -9.751
H 4.664 -1.812 -6.590
H 3.180 -1.588 -4.618
H -0.246 -1.791 -7.168
H 1.238 -2.017 -9.139
H -2.313 -0.921 -4.945
H -3.577 1.166 -5.437
H -3.607 3.593 -5.753
H -2.425 5.749 -5.829
H 0.030 5.832 -5.462
H 1.290 3.782 -5.030
H 1.267 1.514 -7.230
H 2.965 1.721 -8.984
H 5.377 1.784 -8.398
H 6.080 1.633 -6.047
H 5.518 1.388 -3.674
H 3.806 1.127 -1.887
H 1.944 3.727 -2.118
H 0.752 5.855 -1.714
H -1.217 7.023 -0.950
H -2.661 6.120 -0.476
H -2.403 6.545 -2.165
H -2.929 3.722 -1.260
H -1.741 1.588 -1.665

Entry 2:
39
Properties=species:S:1:pos:R:3 method="wB97M-V/def2-TZVPD" smiles="C=CCNC(=O)c1ccc(CSc2nc3ccccc3s2)cc1" multiplicity=1 charge=0 homo_lumo_gap_ev=9.0
C -2.786 -2.047 0.426
C -3.830 -1.395 0.902
C -3.882 0.077 1.190
N -2.603 0.732 1.087
C -2.311 1.591 0.078
O -3.141 1.980 -0.719
C -0.876 1.999 0.022
C -0.091 2.164 1.158
C 1.253 2.455 1.035
C 1.840 2.565 -0.220
C 3.319 2.734 -0.354
S 4.240 1.465 0.607
C 3.330 0.049 0.218
N 2.450 -0.017 -0.707
C 1.817 -1.225 -0.724
C 0.786 -1.586 -1.584
C 0.237 -2.846 -1.469
C 0.701 -3.748 -0.515
C 1.723 -3.408 0.352
C 2.274 -2.144 0.247
S 3.537 -1.413 1.202
C 1.043 2.461 -1.353
C -0.306 2.193 -1.232
H -2.819 -3.106 0.238
H -1.854 -1.559 0.187
H -4.753 -1.917 1.115
H -4.298 0.235 2.194
H -4.542 0.569 0.467
H -1.853 0.354 1.643
H -0.528 2.077 2.143
H 1.864 2.563 1.920
H 3.669 3.677 0.068
H 3.636 2.654 -1.393
H 0.435 -0.874 -2.314
H -0.567 -3.138 -2.127
H 0.255 -4.728 -0.447
H 2.082 -4.103 1.095
H 1.487 2.564 -2.331
H -0.934 2.098 -2.104

Entry 3:
19
Properties=species:S:1:pos:R:3 method="wB97M-V/def2-TZVPD" multiplicity=3 charge=+1 homo_lumo_gap_ev="6.7 / 8.5"
C 4.737 -2.434 0.141
O 4.459 -1.303 -0.573
C 5.702 -2.216 1.314
H 3.806 -2.905 0.572
H 5.179 -3.248 -0.493
H 5.884 -3.150 1.872
H 6.670 -1.839 0.942
H 5.294 -1.468 2.015
C -0.641 0.335 -0.821
O -0.292 -0.765 -1.468
C 1.129 -0.843 -1.579
C 1.629 0.151 -0.541
O 0.363 0.949 -0.280
O -1.814 0.669 -0.722
F 1.436 -0.448 -2.845
H 1.452 -1.874 -1.428
H 1.863 -0.332 0.412
H 2.336 0.870 -0.960
Yb -3.476 2.374 0.054

Entry 4:
24
Properties=species:S:1:pos:R:3 method="wB97M-V/def2-TZVPD" multiplicity=1 charge=+1 homo_lumo_gap_ev="7.4 / 7.4"
C 0.697 -0.287 2.278
C -0.094 -0.738 1.028
C -0.933 -0.005 -2.349
C 0.388 -0.427 -2.156
C -1.572 0.870 -1.475
C 1.025 -0.174 -0.928
C -0.985 1.091 -0.218
C 0.273 0.430 0.174
C -1.633 -2.156 -0.486
C -0.913 -1.657 0.562
C 0.923 1.001 1.506
N 2.187 1.404 1.639
H 1.585 -0.788 2.459
H -1.342 -0.060 -3.296
H 0.795 -0.959 -2.990
H -2.569 1.284 -1.800
H 1.979 -0.488 -0.620
H -1.442 1.834 0.453
H -2.638 -1.765 -0.664
H -1.368 -3.077 -1.008
H 0.108 1.773 1.766
H 2.944 0.778 1.579
H 0.037 -0.170 3.218
H 2.547 2.285 1.328

Entry 5:
4
Properties=species:S:1:pos:R:3 method="wB97M-V/def2-TZVPD" multiplicity=1 charge=0 homo_lumo_gap_ev="6.6 / 6.6"
C -0.419 -0.222 -0.067
S -2.213 -3.555 0.058
Br -0.666 -2.149 0.371
H 0.264 -0.017 0.693

Entry 6:
109
Properties=species:S:1:pos:R:3 method="wB97M-V/def2-TZVPD" multiplicity=5 charge=0 homo_lumo_gap_ev="8.9 / 6.5"
Pd 0.659 -0.348 -0.216
O 0.671 -2.183 1.143
C -0.388 -2.464 1.989
C -1.709 -1.940 1.377
C -1.782 -2.058 -0.137
C -2.560 -3.132 -0.688
C -2.756 -3.147 -2.036
C -2.261 -2.051 -2.821
C -1.679 -0.976 -2.175
C -1.520 0.252 -2.977
C -0.074 0.962 -3.150
O 0.177 1.169 -1.843
C -0.386 2.275 -3.832
C -0.244 2.361 -5.211
C -0.734 3.523 -5.828
C -1.300 4.535 -5.133
C -1.438 4.412 -3.752
C -1.009 3.310 -3.088
C 1.026 0.104 -3.808
C 2.284 0.684 -3.721
C 3.383 0.038 -4.235
C 3.214 -1.156 -4.916
C 1.966 -1.668 -5.178
C 0.866 -0.966 -4.658
N -1.315 -1.063 -0.899
C -0.468 -3.984 2.264
C -1.171 -4.483 3.316
C -1.231 -5.836 3.568
C -0.655 -6.716 2.659
C 0.020 -6.258 1.551
C 0.138 -4.872 1.366
C 0.135 -1.731 3.217
C -0.340 -0.498 3.696
C 0.261 0.060 4.815
C 1.436 -0.554 5.306
C 1.947 -1.711 4.781
C 1.256 -2.358 3.756
H -2.494 -2.612 1.696
H -1.777 -0.858 1.775
H -3.113 -3.740 0.044
H -3.242 -4.092 -2.357
H -2.275 -2.047 -3.906
H -1.813 0.079 -3.999
H -2.162 1.043 -2.600
H 0.252 1.583 -5.752
H -0.597 3.574 -6.891
H -1.647 5.381 -5.727
H -1.956 5.195 -3.134
H -1.062 3.100 -1.999
H 2.381 1.637 -3.064
H 4.390 0.492 -4.059
H 4.014 -1.772 -5.221
H 1.762 -2.569 -5.694
H -0.103 -1.351 -4.953
H -1.567 -3.801 4.074
H -1.788 -6.175 4.423
H -0.702 -7.772 2.885
H 0.392 -6.951 0.891
H 0.568 -4.490 0.458
H -1.086 0.094 3.214
H -0.048 1.023 5.294
H 1.955 -0.073 6.096
H 2.901 -2.077 5.091
H 1.538 -3.309 3.305
Br 5.732 1.266 -0.432
C 5.647 -0.554 -0.913
C 6.858 -1.146 -1.144
C 6.991 -2.501 -1.464
C 5.818 -3.266 -1.595
C 4.549 -2.652 -1.411
C 4.461 -1.315 -1.088
C 3.127 -0.850 -0.753
O 2.966 0.198 -0.036
O 2.144 -1.456 -1.237
H 7.788 -0.525 -1.113
H 8.010 -2.913 -1.430
H 5.948 -4.335 -1.711
H 3.654 -3.220 -1.452
C 1.257 3.556 0.664
C -0.012 3.894 1.513
C -0.352 5.386 1.511
C 0.194 3.407 2.963
O -1.205 3.368 0.821
P -1.745 1.895 0.900
O -2.677 1.585 -0.206
O -0.552 0.995 1.095
O -2.491 1.838 2.320
C -3.890 2.101 2.553
C -3.938 2.505 3.997
C -4.705 0.840 2.232
C -4.433 3.199 1.678
H 0.944 3.140 -0.288
H 1.954 2.935 1.202
H 1.679 4.514 0.354
H 0.556 5.927 1.873
H -1.218 5.500 2.171
H -0.622 5.628 0.484
H 1.092 3.858 3.356
H 0.308 2.344 3.042
H -0.675 3.760 3.602
H -3.479 1.760 4.623
H -5.007 2.647 4.274
H -3.383 3.444 4.102
H -4.373 -0.121 2.678
H -4.680 0.799 1.152
H -5.766 1.067 2.523
H -3.893 4.188 1.833
H -5.507 3.335 1.751
H -4.216 2.931 0.615

Entry 7:
19
Properties=species:S:1:pos:R:3 method="wB97M-V/def2-TZVPD" multiplicity=2 charge=+2 homo_lumo_gap_ev="5.5 / 4.3"
C -0.190 -1.317 1.204
C -0.042 -0.883 -0.188
C -0.179 0.487 -0.600
C 1.030 1.492 -0.650
N 0.767 2.653 0.268
N -0.992 0.653 -1.775
N -0.905 -2.525 1.508
H -0.799 -0.540 1.741
H 0.803 -1.451 1.674
H 0.412 -1.527 -0.945
H 1.623 3.166 0.150
H 1.964 0.899 -0.592
H 1.057 1.792 -1.702
H 1.039 1.656 0.690
H -0.749 0.992 0.161
H -0.819 0.010 -2.554
H -1.968 0.566 -1.531
H -1.351 -3.084 0.766
H -0.700 -3.040 2.375

Entry 8:
48
Properties=species:S:1:pos:R:3 method="wB97M-V/def2-TZVPD" multiplicity=6 charge=+1 homo_lumo_gap_ev="8.0 / 7.6"
Mn -2.054 -0.156 -2.110
C -0.087 -0.390 -0.518
O -1.034 0.280 -0.171
O 0.903 -0.629 0.338
O -0.133 -1.058 -1.495
H 0.991 -0.202 1.166
O -1.460 2.011 -2.319
H -0.512 2.007 -2.477
H -1.787 2.660 -1.645
O 0.643 -4.325 -0.490
H 0.023 -3.695 -0.146
H 1.454 -3.884 -0.130
O -3.224 0.418 2.078
H -3.514 1.335 1.925
H -2.310 0.393 1.820
O -0.319 -3.694 -3.281
H -1.088 -3.114 -3.111
H -0.775 -4.468 -3.571
O -3.664 1.182 -0.980
H -3.701 1.396 -0.078
H -4.240 1.803 -1.384
O 3.747 0.990 0.580
H 4.679 0.717 0.559
H 3.362 0.534 1.339
O 1.172 2.806 2.979
H 0.592 3.512 2.743
H 0.726 1.932 2.954
O 1.673 2.626 0.278
H 1.323 3.010 1.100
H 2.455 2.058 0.426
O -1.460 -2.792 0.609
H -1.765 -2.892 -0.267
H -0.841 -2.072 0.614
O -0.295 0.012 3.234
H -0.953 0.222 3.895
H -0.398 -0.951 3.045
O -0.940 -0.407 -4.037
H -0.939 0.295 -4.634
H -0.031 -0.562 -3.944
O -0.989 3.085 0.871
H -0.714 3.951 0.510
H -0.691 2.493 0.160
O 2.331 -1.762 -2.177
H 2.730 -1.712 -1.357
H 1.378 -1.604 -2.048
O 3.037 -0.179 3.018
H 2.745 -1.085 2.966
H 3.954 -0.092 3.166

Entry 9:
20
Properties=species:S:1:pos:R:3 method="wB97M-V/def2-TZVPD" smiles=COB(O)n1nnc[n+]1B(N)O multiplicity=1 charge=+1 homo_lumo_gap_ev=9.9
C -0.460 1.051 2.103
O -1.446 0.178 1.528
B -1.068 -1.014 1.061
O -1.804 -2.126 1.195
N 0.305 -1.124 0.350
N 1.200 -1.954 0.780
N 2.276 -1.855 0.046
C 2.011 -0.961 -0.885
N 0.776 -0.475 -0.731
B 0.079 0.568 -1.634
N -0.625 1.660 -1.049
O 0.162 0.332 -2.962
H 0.345 0.508 2.586
H -0.955 1.642 2.856
H -0.044 1.730 1.371
H -2.709 -1.994 0.894
H 2.646 -0.612 -1.672
H -0.147 2.539 -1.199
H -1.590 1.734 -1.338
H 1.050 0.172 -3.298

Entry 10:
55
Properties=species:S:1:pos:R:3 method="wB97M-V/def2-TZVPD" multiplicity=1 charge=+1 homo_lumo_gap_ev="4.8 / 4.9"
O -0.362 -0.713 -3.089
H -0.362 -1.314 -3.827
Lu 0.855 0.159 -0.154
N 1.950 -1.815 -0.685
N -0.413 -1.805 -0.110
N 0.918 2.518 0.049
N -0.982 1.164 0.950
O 3.213 -1.743 -0.540
O 1.866 3.284 -0.682
O -1.801 0.372 1.699
O -1.576 -1.824 0.514
C 0.017 -3.039 -0.532
C 1.357 -3.033 -0.940
C 0.002 3.246 0.703
C -1.085 2.469 1.251
C 2.083 -4.166 -1.561
H 2.040 -4.132 -2.658
H 1.672 -5.136 -1.277
H 3.142 -4.150 -1.291
C -0.844 -4.233 -0.431
H -1.800 -4.093 -0.927
H -1.057 -4.509 0.603
H -0.380 -5.110 -0.885
C 0.075 4.722 0.833
C -2.131 3.085 2.120
H 0.772 5.145 0.104
H 0.403 5.037 1.832
H -0.898 5.196 0.679
H -2.818 2.310 2.469
H -2.692 3.846 1.561
H -1.682 3.590 2.988
H 2.336 2.623 -1.228
H -1.746 -0.583 1.200
C -1.490 0.033 -2.778
H -2.256 0.114 -3.544
H -1.087 1.045 -2.563
H -1.919 -0.373 -1.835
O 1.382 0.588 -2.203
H 0.703 -0.208 -2.704
H 1.227 1.438 -2.702
C 0.782 1.003 3.799
C 1.817 0.877 2.716
O 1.528 -0.253 1.818
C 1.367 -1.548 2.516
C 2.636 -1.844 3.265
H -0.227 0.812 3.407
H 0.783 2.017 4.208
H 0.986 0.299 4.614
H 1.796 1.746 2.054
H 2.827 0.763 3.114
H 0.472 -1.503 3.143
H 1.180 -2.263 1.714
H 2.679 -1.236 4.180
H 2.716 -2.906 3.537
H 3.485 -1.578 2.626